Here is a 3-piece molecular cluster, C5H13NO2 overall in a non-equilibrium geometry from the OMol25 dataset. Energies are from ωB97M-V with the def2-TZVPD basis set.

```
! wB97M-V def2-TZVPD RIJCOSX def2/J DEFGRID3
* xyz 0 1
C 0.09840 0.41559 2.05707
C -0.34441 1.37436 1.25497
C 0.60744 2.15290 0.38491
N 0.58718 1.62743 -0.99259
C 0.94690 0.27547 -1.08231
C 0.46538 -0.54108 -2.00542
H -0.55026 -0.22639 2.63842
H 1.11783 0.06296 1.98886
H -1.38894 1.63729 1.16879
H 0.39298 3.22406 0.33546
H 1.62121 2.09428 0.78809
H -0.23278 1.88978 -1.52543
H 1.72225 0.00834 -0.38086
H -0.25179 -0.23120 -2.76769
H 0.81194 -1.55448 -2.13197
O -1.88343 -1.94375 -0.82753
H -1.62200 -1.43846 -1.59618
H -2.55457 -1.46114 -0.34980
O 0.44021 -2.31291 1.15470
H 0.15649 -3.23495 1.29419
H -0.14003 -1.81810 0.59433
*
```

**DFT total energy**: -403.482787 hartree
**SMILES string**: C=CCNC=C.O.O
**Frontier orbital gap**: 8.99 eV
**Relative energy (zero: lowest compared OMol25 entry of this formula, charge and spin)**: 58.9 kcal/mol
**Lowest unoccupied orbital energy**: 0.70 eV